Record 1
7
Properties=species:S:1:pos:R:3 method="wB97M-V/def2-TZVPD" homo_energy_ev="-21.63 / -21.81" lumo_ha="-0.440 / -0.515" total_charge=+2 molar_mass_g_mol=170.1 multiplicity=6
C 0.21 -1.33 -0.06
H 0.56 -2.19 -0.61
C 0.08 -0.36 0.71
O -1.81 0.33 -0.30
C -0.82 0.79 0.32
Ru 1.88 0.97 -0.03
O -0.10 1.78 -0.03

Record 2
76
Properties=species:S:1:pos:R:3 method="wB97M-V/def2-TZVPD" homo_energy_ev=-6.96 e_above_lowest_kcal_mol=60.2 lumo_ha=-0.096 total_charge=0 molar_mass_g_mol=703.0 multiplicity=1
Cd -0.68 -2.80 2.10
C -0.42 3.55 4.94
C -0.90 2.63 4.10
C -0.70 2.70 2.61
C 0.40 1.71 2.15
C 1.77 2.32 2.02
C 2.32 3.30 2.76
C 1.62 4.32 3.64
C 1.04 3.82 5.04
C 1.11 -2.92 3.39
H -1.09 4.18 5.55
H -1.43 1.74 4.47
H -0.41 3.70 2.28
H -1.62 2.46 2.06
H 0.42 0.84 2.83
H 0.11 1.31 1.16
H 2.45 1.78 1.35
H 3.40 3.43 2.73
H 0.83 4.86 3.08
H 2.32 5.15 3.86
H 1.58 2.88 5.32
H 1.18 4.59 5.82
H 1.08 -2.93 4.50
H 1.41 -1.89 3.08
H 1.83 -3.62 2.91
P 1.40 -1.45 -1.77
P -2.23 -1.21 -1.83
N 2.61 -0.16 -1.95
N 2.43 -2.61 -2.77
N -2.43 0.53 -1.94
N -3.82 -1.53 -2.75
C 0.36 -0.84 -3.19
C -1.08 -1.40 -3.32
C 3.57 0.08 -0.95
C 4.63 0.80 -1.48
C 4.33 1.03 -2.86
C 3.09 0.45 -3.12
C 2.55 -3.94 -2.36
C 2.93 -4.72 -3.44
C 3.09 -3.84 -4.56
C 2.84 -2.55 -4.10
C -2.25 1.36 -0.81
C -1.84 2.61 -1.24
C -1.87 2.61 -2.67
C -2.27 1.34 -3.07
C -4.56 -0.87 -3.73
C -5.78 -1.53 -3.92
C -5.77 -2.67 -3.06
C -4.56 -2.67 -2.39
H 0.86 -1.10 -4.14
H 0.32 0.26 -3.14
H -1.57 -0.93 -4.20
H -1.06 -2.49 -3.51
H 3.41 -0.29 0.06
H 5.52 1.12 -0.97
H 4.94 1.52 -3.60
H 2.50 0.43 -4.02
H 2.38 -4.22 -1.33
H 3.05 -5.80 -3.46
H 3.34 -4.11 -5.58
H 2.94 -1.61 -4.62
H -2.45 1.01 0.19
H -1.52 3.44 -0.60
H -1.61 3.42 -3.34
H -2.45 0.97 -4.06
H -4.18 0.00 -4.23
H -6.57 -1.22 -4.58
H -6.57 -3.39 -2.95
H -4.15 -3.37 -1.68
F -1.34 0.11 6.51
C -1.48 -1.22 6.24
F -0.38 -1.82 6.82
F -2.61 -1.68 6.84
C -1.46 -1.57 4.67
O -0.98 -0.70 3.91
O -1.89 -2.72 4.33

Record 3
125
Properties=species:S:1:pos:R:3 method="wB97M-V/def2-TZVPD" homo_energy_ev=-9.22 lumo_ha=0.014 smiles=COCCOCCOC.COCCOCCOC.COCCOCCOC.ClCCCl.ClCCCl.ClCCCl.ClCCCl.ClCCCl.ClCCCl.ClCCCl total_charge=0 molar_mass_g_mol=1095.2 multiplicity=1
C 2.66 0.13 -6.19
O 1.87 0.23 -5.04
C 2.34 -0.55 -3.96
C 2.03 -2.04 -3.96
O 2.73 -2.81 -4.90
C 4.11 -2.85 -4.70
C 4.67 -3.23 -3.31
O 6.02 -3.40 -3.49
C 6.62 -3.58 -2.25
H 2.66 -0.95 -6.48
H 3.62 0.45 -6.03
H 2.18 0.74 -6.95
H 1.81 -0.18 -3.09
H 3.42 -0.43 -3.81
H 0.96 -2.33 -4.07
H 2.22 -2.39 -2.98
H 4.45 -1.82 -4.82
H 4.48 -3.57 -5.43
H 4.17 -4.15 -2.99
H 4.53 -2.41 -2.63
H 6.23 -4.47 -1.74
H 6.50 -2.66 -1.54
H 7.67 -3.85 -2.45
C 1.59 -3.00 3.85
O 1.57 -2.35 2.55
C 0.27 -2.04 2.05
C -0.26 -0.77 2.73
O -1.54 -0.47 2.14
C -2.30 0.41 2.95
C -3.44 1.00 2.15
O -3.01 1.80 1.11
C -4.02 2.11 0.23
H 0.87 -3.79 3.98
H 1.60 -2.20 4.62
H 2.55 -3.55 4.01
H -0.50 -2.81 2.19
H 0.33 -1.83 0.97
H 0.43 0.10 2.46
H -0.44 -0.99 3.76
H -1.72 1.24 3.42
H -2.67 -0.22 3.78
H -4.02 1.57 2.82
H -4.07 0.17 1.70
H -4.99 2.43 0.70
H -4.21 1.25 -0.47
H -3.69 2.94 -0.39
C 0.58 2.30 6.52
O -0.50 3.00 7.08
C -1.83 2.56 6.85
C -2.29 1.29 7.52
O -2.12 0.18 6.72
C -2.84 -0.96 7.20
C -2.71 -2.21 6.35
O -3.41 -2.10 5.14
C -3.13 -3.30 4.43
H 0.39 1.94 5.51
H 0.73 1.40 7.16
H 1.32 3.05 6.56
H -1.89 2.36 5.76
H -2.44 3.41 7.07
H -3.31 1.57 7.81
H -1.72 1.12 8.45
H -3.84 -0.66 7.44
H -2.41 -1.18 8.23
H -3.13 -3.01 6.93
H -1.66 -2.40 6.21
H -2.04 -3.45 4.54
H -3.40 -3.04 3.40
H -3.73 -4.09 4.78
Cl 0.52 3.59 3.22
C -0.46 3.66 1.74
C -1.42 4.79 1.71
Cl -0.72 6.36 1.26
H -1.04 2.76 1.64
H 0.25 3.89 0.95
H -1.96 4.97 2.61
H -2.23 4.55 0.98
Cl 5.28 0.26 -1.31
C 4.58 0.18 0.37
C 3.50 -0.84 0.58
Cl 4.15 -2.51 0.40
H 4.02 1.17 0.48
H 5.31 0.22 1.18
H 2.77 -0.76 -0.24
H 3.08 -0.78 1.55
Cl -2.15 4.95 -2.19
C -2.67 4.05 -3.61
C -4.07 4.28 -4.14
Cl -5.47 3.63 -3.16
H -2.49 2.98 -3.47
H -2.04 4.43 -4.47
H -4.17 3.71 -5.07
H -4.16 5.33 -4.32
Cl -2.90 -4.72 -3.23
C -1.11 -4.58 -3.12
C -0.79 -4.99 -1.69
Cl 1.00 -5.03 -1.49
H -0.82 -3.61 -3.42
H -0.60 -5.32 -3.77
H -1.10 -6.01 -1.55
H -1.32 -4.39 -0.94
Cl -0.54 -1.68 -1.55
C -1.53 -0.21 -1.16
C -0.86 1.15 -1.52
Cl 0.84 1.35 -0.94
H -1.64 -0.17 -0.05
H -2.45 -0.18 -1.69
H -1.52 1.94 -1.07
H -0.82 1.47 -2.52
Cl 0.99 4.00 -3.95
C 1.72 4.46 -2.40
C 2.97 3.62 -2.39
Cl 4.09 4.16 -1.11
H 0.98 4.23 -1.62
H 1.95 5.48 -2.50
H 3.50 3.73 -3.40
H 2.67 2.61 -2.22
Cl -3.12 -0.41 -4.34
C -1.65 -1.09 -5.11
C -1.11 -0.22 -6.22
Cl -2.12 -0.27 -7.65
H -1.86 -2.08 -5.47
H -0.90 -1.14 -4.33
H -0.04 -0.51 -6.42
H -1.22 0.83 -5.95

Record 4
78
Properties=species:S:1:pos:R:3 method="wB97M-V/def2-TZVPD" homo_energy_ev=-10.66 e_above_lowest_kcal_mol=18.4 lumo_ha=0.006 smiles="C[C@H]1COC(=O)O1.C[C@H]1COC(=O)O1.C[C@H]1COC(=O)O1.C[C@H]1COC(=O)O1.C[C@H]1COC(=O)O1.C[C@H]1COC(=O)O1" total_charge=0 molar_mass_g_mol=612.5 multiplicity=1
C -2.49 -0.18 -2.50
C -2.66 1.19 -1.89
C -3.75 2.06 -2.54
O -4.62 2.45 -1.47
C -4.17 1.91 -0.32
O -4.59 2.18 0.74
O -3.14 1.06 -0.55
H -3.41 -0.77 -2.50
H -1.80 -0.73 -1.86
H -2.09 -0.16 -3.51
H -1.69 1.69 -1.92
H -4.28 1.46 -3.29
H -3.46 2.99 -3.03
C -2.34 0.01 3.39
C -0.99 0.08 2.73
C -0.79 -0.73 1.44
O -0.15 0.20 0.57
C -0.04 1.41 1.16
O 0.54 2.31 0.68
O -0.62 1.43 2.34
H -2.40 0.33 4.44
H -2.72 -1.01 3.39
H -3.06 0.66 2.88
H -0.28 -0.26 3.48
H -1.76 -1.02 1.04
H -0.20 -1.61 1.70
C 2.82 -2.38 2.64
C 3.02 -1.69 3.97
C 4.22 -0.71 4.01
O 3.62 0.55 4.34
C 2.29 0.40 4.50
O 1.55 1.25 4.85
O 1.88 -0.87 4.25
H 2.69 -1.68 1.81
H 1.89 -2.96 2.66
H 3.61 -3.08 2.40
H 3.21 -2.43 4.75
H 4.70 -0.67 3.03
H 5.00 -1.02 4.69
C 1.48 -1.06 -1.90
C 2.95 -0.70 -1.85
C 3.29 0.42 -0.83
O 4.48 -0.08 -0.21
C 4.57 -1.42 -0.38
O 5.27 -2.12 0.25
O 3.71 -1.81 -1.34
H 1.24 -1.82 -2.65
H 0.90 -0.15 -2.05
H 1.19 -1.52 -0.95
H 3.29 -0.39 -2.84
H 2.48 0.65 -0.13
H 3.59 1.33 -1.34
C -1.47 -3.96 -0.80
C -2.86 -4.21 -0.25
C -2.92 -5.11 1.02
O -3.71 -4.35 1.93
C -3.97 -3.11 1.45
O -4.60 -2.31 2.02
O -3.49 -2.98 0.19
H -0.84 -3.31 -0.19
H -1.53 -3.51 -1.79
H -0.97 -4.93 -0.85
H -3.48 -4.61 -1.06
H -1.93 -5.26 1.45
H -3.36 -6.07 0.80
C 1.93 6.05 -3.10
C 1.49 4.64 -3.41
C 0.95 3.86 -2.20
O -0.29 3.33 -2.68
C -0.55 3.80 -3.92
O -1.47 3.46 -4.54
O 0.32 4.75 -4.26
H 2.66 6.10 -2.28
H 1.08 6.61 -2.71
H 2.32 6.58 -3.97
H 2.24 4.04 -3.92
H 0.84 4.45 -1.29
H 1.65 3.07 -1.92

Record 5
18
Properties=species:S:1:pos:R:3 method="wB97M-V/def2-TZVPD" homo_energy_ev="-7.50 / -7.53" e_above_lowest_kcal_mol=149.8 lumo_ha="0.014 / 0.016" total_charge=0 molar_mass_g_mol=136.1 multiplicity=1
C 0.90 0.98 -0.94
C 0.74 0.29 0.18
C -2.45 1.35 0.23
C 1.35 -0.10 2.31
C -1.68 0.10 0.44
O 1.44 -0.41 0.95
F -1.79 -0.09 1.83
P -1.65 -1.51 -0.50
H 1.92 1.00 -1.28
H -0.01 1.39 -1.37
H -2.92 1.47 -0.87
H -3.22 1.63 0.88
H -1.71 2.21 0.42
H 2.13 0.67 2.47
H 1.48 -0.98 2.95
H 0.25 0.24 2.50
H -0.27 -1.58 -0.90
H -1.92 -0.95 -1.73

Record 6
13
Properties=species:S:1:pos:R:3 method="wB97M-V/def2-TZVPD" homo_energy_ev=-16.04 e_above_lowest_kcal_mol=107.7 lumo_ha=-0.197 total_charge=+1 molar_mass_g_mol=74.1 multiplicity=1
H -0.45 2.49 -0.76
N -0.57 1.48 -0.65
N 0.23 0.74 -0.12
N 1.56 1.14 0.33
C 0.13 -0.74 -0.11
C -1.28 -1.28 0.09
H 2.11 0.36 0.71
H 1.89 2.18 0.39
H 0.45 -0.89 -1.08
H 0.72 -1.25 0.71
H -1.92 -1.30 -0.75
H -1.21 -2.33 0.37
H -1.65 -0.61 0.85

Record 7
6
Properties=species:S:1:pos:R:3 method="wB97M-V/def2-TZVPD" homo_energy_ev=-8.61 e_above_lowest_kcal_mol=22.3 lumo_ha=0.011 smiles="P=[PH2]Cl" total_charge=0 molar_mass_g_mol=100.4 multiplicity=1
P -0.69 0.75 -1.23
P 0.05 -0.18 0.29
Cl 1.55 -1.45 0.56
H 0.17 1.68 -1.74
H 0.09 0.13 1.71
H -1.17 -0.93 0.41

Record 8
78
Properties=species:S:1:pos:R:3 method="wB97M-V/def2-TZVPD" homo_energy_ev=-13.69 e_above_lowest_kcal_mol=22.5 lumo_ha=-0.237 total_charge=+2 molar_mass_g_mol=993.3 multiplicity=1
Ta 0.25 -0.84 0.28
Br 1.86 2.25 -7.27
C 1.45 2.02 -5.45
C 0.24 2.49 -4.96
C -0.07 2.29 -3.62
C 0.82 1.62 -2.79
C 2.04 1.20 -3.28
C 2.36 1.39 -4.62
N 0.50 1.41 -1.41
C 0.66 2.45 -0.69
C 0.29 2.49 0.72
C 0.35 3.71 1.37
C -0.10 3.82 2.68
C -0.61 2.68 3.27
C -0.62 1.49 2.56
N -0.15 1.36 1.31
H -0.45 3.00 -5.61
H -1.02 2.65 -3.23
H 2.75 0.73 -2.61
H 3.32 1.07 -5.00
H 1.03 3.38 -1.12
H 0.73 4.57 0.83
H -0.07 4.76 3.20
H -1.01 2.69 4.27
H -1.02 0.60 3.02
C -0.57 -3.51 -2.57
As 0.22 -1.76 -2.35
C 1.85 -2.09 -3.34
C -1.00 -0.73 -3.42
C -0.91 -0.73 -4.81
C -1.88 -0.08 -5.56
C -2.93 0.57 -4.93
C -3.02 0.58 -3.55
C -2.05 -0.07 -2.78
As -2.15 -0.03 -0.85
C -2.85 1.72 -0.43
C -3.64 -1.19 -0.41
H -0.58 -3.72 -3.63
H -1.58 -3.52 -2.18
H 0.03 -4.26 -2.05
H 1.57 -2.52 -4.30
H 2.41 -2.84 -2.77
H 2.46 -1.21 -3.48
H -0.09 -1.24 -5.31
H -1.80 -0.08 -6.64
H -3.69 1.07 -5.52
H -3.85 1.09 -3.07
H -2.22 2.49 -0.84
H -2.92 1.82 0.65
H -3.86 1.81 -0.85
H -4.50 -0.90 -1.01
H -3.87 -1.08 0.65
H -3.37 -2.22 -0.61
O 1.28 -1.70 3.43
P -0.25 -2.08 3.24
O -1.07 -2.11 4.43
O -0.67 -1.15 2.04
O -0.19 -3.53 2.46
P 0.04 -3.51 0.89
O 0.19 -4.99 0.47
O -1.02 -2.76 0.13
O 1.28 -2.60 0.64
H 1.62 -1.92 4.31
H 0.51 -5.63 1.12
C 3.96 1.86 0.05
Si 3.65 0.06 0.37
C 4.11 -0.43 2.09
C 4.41 -1.06 -0.90
O 1.94 -0.15 0.24
H 5.03 2.05 0.14
H 3.46 2.49 0.79
H 3.66 2.18 -0.95
H 5.18 -0.30 2.23
H 3.87 -1.48 2.28
H 3.60 0.18 2.84
H 5.47 -1.20 -0.66
H 4.36 -0.68 -1.92
H 3.95 -2.05 -0.87

Number 1: total energy -359.19427 Eh. Number 2: total energy -2645.35396 Eh. Number 3: total energy -8380.89916 Eh. Number 4: total energy -2290.53129 Eh. Number 5: total energy -712.74379 Eh. Number 6: total energy -244.89598 Eh. Number 7: total energy -1144.62726 Eh. Number 8: total energy -9760.46468 Eh.